Record 1
The following is a DFT calculation (ωB97M-V/def2-TZVPD) of a structure of composition C3H4LiO5Tl.

Geometry (Å):
Tl1 -0.045 1.648 0.531
O1 -3.005 -2.815 -0.414
C1 -2.065 -0.732 -1.131
H1 -2.897 -0.108 -0.767
H2 -2.253 -0.952 -2.194
O2 4.004 1.293 1.214
O3 2.363 0.773 -0.246
C2 2.800 1.352 0.797
O4 1.945 2.007 1.553
H3 -0.075 -0.427 -1.348
C3 -2.094 -2.027 -0.348
O5 -0.880 -0.007 -0.955
Li1 3.421 2.193 2.983
H4 -1.221 -2.197 0.325

Output
Maximum force in Eh/bohr: 0.038
LUMO energy in eV: -0.58
Energy above the lowest of the compared OMol25 structures with the same formula, charge and spin in eV: 0.000
HOMO energy in eV: -8.33
HOMO-LUMO gap in eV: 7.751
Charge: 0

Record 2
The following is a DFT calculation (ωB97M-V/def2-TZVPD) of a structure of composition C3H4MgO4Pm.

Geometry (Å):
Mg1 0.673 -1.366 2.230
C1 0.419 -0.044 -2.085
H1 -0.546 -0.240 -0.577
O1 0.357 -0.948 -2.952
O2 -1.014 0.623 1.525
O3 -0.910 -1.658 1.194
C2 -1.242 -0.460 0.645
H2 0.952 1.263 1.267
H3 -2.322 -0.406 0.415
C3 0.352 0.716 2.021
H4 0.296 1.355 2.914
Pm1 1.817 0.218 -4.356
O4 1.169 0.948 -2.240

Output
<S²>: 8.833
Maximum force in Eh/bohr: 0.123
LUMO energy (spin up / spin down) in eV: -9.55 / -9.40
Spin multiplicity: 6
HOMO energy (spin up / spin down) in eV: -15.29 / -15.42
HOMO-LUMO gap (spin up / spin down) in eV: 5.741 / 6.017
Charge: +2